Model i:
Below is a cluster of 2 separate species, CBrFNO2 in total, with properties calculated with wB97M-V/def2-TZVPD.

Summary:
* highest occupied orbital energy (spin up / spin down): -4.894 / -3.900 eV
* net charge: -1
* orbital gap (spin up / spin down): 6.74 / 4.33 eV

The geometry in XYZ format:
```
6
CBrFNO2 | the Open Molecules 2025 dataset | wB97M-V/def2-TZVPD
C 0.539 0.427 0.464
N -0.664 0.144 -0.156
O 0.071 0.204 1.653
O 1.525 0.893 0.077
F -1.284 1.306 -0.389
Br -0.188 -2.975 -1.649
```

Model ii:
Below is a cluster of 2 separate species, CBrFNO2 in total, with properties calculated with wB97M-V/def2-TZVPD.

Summary:
* highest occupied orbital energy: -1.887 eV
* net charge: -1
* orbital gap: 5.29 eV

The geometry in XYZ format:
```
6
CBrFNO2 | the Open Molecules 2025 dataset | wB97M-V/def2-TZVPD
C -0.857 -1.193 1.171
N 0.500 1.469 -0.761
O 0.027 -1.194 1.917
O -1.773 -1.359 0.490
F 1.866 2.022 -0.787
Br 0.238 0.254 -2.030
```

Going by the energies, model ii is most stable and the next is 26.3 kcal/mol up.

Model i:
Below is a cluster of 2 separate species, C8H15N in total, with properties calculated with wB97M-V/def2-TZVPD.

Summary:
* highest occupied orbital energy: -8.971 eV
* net charge: 0
* orbital gap: 9.90 eV

The geometry in XYZ format:
```
24
C8H15N | the Open Molecules 2025 dataset | wB97M-V/def2-TZVPD
C -1.028 -1.458 2.830
C -0.170 -0.351 2.274
C -0.751 0.813 1.633
N -0.342 1.048 2.794
H -2.025 -1.088 3.063
H -0.586 -1.863 3.737
H -1.114 -2.263 2.101
H 0.844 -0.636 2.014
H -1.227 1.242 0.786
C 2.282 0.830 -0.674
C 1.216 -0.192 -0.926
C 0.054 0.051 -1.519
C -0.968 -1.024 -1.740
C -0.323 1.411 -2.036
H 1.990 1.499 0.139
H 3.216 0.347 -0.394
H 2.459 1.438 -1.561
H 1.430 -1.195 -0.582
H -0.602 -1.991 -1.408
H -1.883 -0.798 -1.197
H -1.219 -1.091 -2.796
H 0.086 1.560 -3.038
H -1.406 1.510 -2.102
H 0.067 2.201 -1.397
```

Model ii:
Below is a cluster of 2 separate species, C8H15N in total, with properties calculated with wB97M-V/def2-TZVPD.

Summary:
* highest occupied orbital energy: -10.524 eV
* net charge: 0
* orbital gap: 11.20 eV

The geometry in XYZ format:
```
24
C8H15N | the Open Molecules 2025 dataset | wB97M-V/def2-TZVPD
C 0.032 -1.477 -0.924
C -0.651 -0.115 -1.067
C -1.139 0.399 0.289
C -2.073 -0.615 0.954
C -1.391 -1.977 1.097
C -0.902 -2.490 -0.259
H 0.937 -1.360 -0.299
H 0.353 -1.849 -1.916
H -1.520 -0.219 -1.745
H 0.046 0.615 -1.523
H -1.656 1.370 0.165
H -0.264 0.564 0.946
H -2.394 -0.243 1.946
H -2.979 -0.732 0.329
H -0.522 -1.873 1.775
H -2.088 -2.707 1.553
H -0.386 -3.461 -0.136
H -1.778 -2.656 -0.916
C 2.849 3.556 -0.181
C 3.484 2.309 0.225
N 3.994 1.307 0.551
H 1.762 3.511 0.004
H 3.015 3.739 -1.256
H 3.267 4.403 0.389
```

Going by the energies, model ii is most stable and the next is 58.8 kcal/mol up.

Model i:
Below is an isolated molecule of C4H5Cl2NO, with properties calculated with wB97M-V/def2-TZVPD.

Summary:
* highest occupied orbital energy: -8.494 eV
* net charge: 0
* orbital gap: 9.02 eV

The geometry in XYZ format:
```
13
C4H5Cl2NO | the Open Molecules 2025 dataset | wB97M-V/def2-TZVPD
N 0.482 -1.557 -0.337
C 0.186 -0.268 -0.113
C 1.319 0.655 0.096
Cl 2.865 -0.197 0.120
C -1.124 0.130 -0.012
Cl -2.385 -1.035 0.140
C -1.528 1.521 -0.008
O -0.737 2.413 -0.186
H 1.470 -1.737 -0.457
H -0.280 -2.196 -0.438
H 1.480 1.383 -0.707
H 1.117 1.147 1.047
H -2.549 1.710 0.194
```

Model ii:
Below is a cluster of 2 separate species, C4H5Cl2NO in total, with properties calculated with wB97M-V/def2-TZVPD.

Summary:
* highest occupied orbital energy: -8.849 eV
* net charge: 0
* orbital gap: 9.15 eV

The geometry in XYZ format:
```
13
C4H5Cl2NO | the Open Molecules 2025 dataset | wB97M-V/def2-TZVPD
C -0.836 -0.179 1.693
C -0.639 0.162 -0.536
C 0.075 -0.825 -1.351
C 0.524 0.610 -1.313
N 0.302 0.303 2.115
O -1.827 -0.684 2.066
Cl -0.654 -1.442 -2.848
Cl 2.051 1.002 -0.502
H -1.633 0.500 -0.776
H 0.694 -1.591 -0.904
H 0.395 1.241 -2.184
H 0.991 0.630 1.443
H 0.556 0.274 3.097
```

Going by the energies, model i is most stable and the next is 47.5 kcal/mol up.

Model i:
Below is an isolated molecule of C7H12, with properties calculated with wB97M-V/def2-TZVPD.

Summary:
* highest occupied orbital energy: -8.727 eV
* net charge: 0
* orbital gap: 9.68 eV

The geometry in XYZ format:
```
19
C7H12 | the Open Molecules 2025 dataset | wB97M-V/def2-TZVPD
C 0.889 -0.362 -1.760
C 0.448 -0.742 -0.561
C 0.678 -2.200 -0.168
C -0.517 0.022 0.338
C -1.605 -0.675 0.665
C -0.458 1.529 0.125
C 0.370 2.249 1.176
H 1.263 -1.119 -2.438
H 1.048 0.640 -2.140
H 0.638 -2.206 0.921
H -0.073 -2.799 -0.631
H 1.631 -2.690 -0.353
H -1.549 -1.751 0.653
H -2.454 -0.164 1.101
H -1.510 1.809 0.217
H -0.029 1.669 -0.858
H 1.297 1.714 1.403
H -0.163 2.265 2.129
H 0.668 3.282 0.999
```

Model ii:
Below is an isolated molecule of C7H12, with properties calculated with wB97M-V/def2-TZVPD.

Summary:
* highest occupied orbital energy: -7.737 eV
* net charge: 0
* orbital gap: 8.52 eV

The geometry in XYZ format:
```
19
C7H12 | the Open Molecules 2025 dataset | wB97M-V/def2-TZVPD
C 0.029 1.144 1.645
C -0.290 0.407 0.575
C 0.613 0.081 -0.517
C 1.320 -1.055 -0.488
C 2.723 -1.263 -1.062
C -1.663 -0.288 0.154
C -2.586 0.996 -0.032
H -0.704 1.614 2.307
H 1.147 1.462 1.838
H 0.500 0.513 -1.589
H 0.604 -1.938 -0.349
H 2.749 -1.196 -2.313
H 3.293 -0.327 -0.827
H 3.265 -2.168 -0.884
H -1.907 -0.853 1.081
H -1.417 -0.914 -0.697
H -2.399 1.272 -1.049
H -2.408 1.775 0.695
H -3.597 0.628 0.142
```

Going by the energies, model i is most stable and the next is 64.5 kcal/mol up.

Model i:
Below is a cluster of 8 separate species, C8H32O8 in total, with properties calculated with wB97M-V/def2-TZVPD.

Summary:
* highest occupied orbital energy: -9.584 eV
* net charge: 0
* orbital gap: 9.66 eV

The geometry in XYZ format:
```
48
C8H32O8 | the Open Molecules 2025 dataset | wB97M-V/def2-TZVPD
C -1.676 -3.119 -1.231
O -1.318 -3.535 0.084
H -2.723 -2.842 -1.256
H -1.070 -2.261 -1.536
H -1.500 -3.909 -1.968
H -0.400 -3.817 0.055
C 0.549 -0.261 -0.041
O 0.116 0.853 0.728
H 0.166 -0.187 -1.061
H 1.640 -0.335 -0.042
H 0.169 -1.169 0.432
H 0.852 1.472 0.838
C -0.945 -0.888 3.304
O -1.598 0.295 2.909
H -1.137 -1.721 2.617
H 0.144 -0.785 3.416
H -1.304 -1.217 4.280
H -1.229 0.509 2.041
C 0.153 3.530 -1.330
O 0.368 4.546 -2.293
H -0.715 2.922 -1.608
H 0.948 2.783 -1.278
H -0.028 3.960 -0.345
H 1.285 4.526 -2.573
C 1.776 0.912 -3.751
O 0.984 0.080 -4.606
H 2.384 0.329 -3.055
H 2.447 1.494 -4.383
H 1.104 1.549 -3.181
H 1.206 -0.835 -4.424
C -2.742 0.823 -2.088
O -3.353 -0.412 -2.437
H -2.321 1.245 -2.999
H -3.480 1.537 -1.713
H -1.956 0.711 -1.337
H -3.947 -0.662 -1.724
C 2.000 3.407 2.219
O 2.296 2.526 1.129
H 2.141 4.441 1.897
H 0.944 3.285 2.447
H 2.606 3.184 3.094
H 3.243 2.498 0.971
C 0.584 -4.446 3.003
O 0.360 -3.905 4.293
H 0.572 -3.655 2.241
H 1.535 -4.980 2.943
H -0.243 -5.114 2.775
H 1.114 -3.365 4.542
```

Model ii:
Below is a structure of composition C8H32O8, with properties calculated with wB97M-V/def2-TZVPD.

Summary:
* highest occupied orbital energy: -8.091 eV
* net charge: 0
* orbital gap: 7.79 eV

The geometry in XYZ format:
```
48
C8H32O8 | the Open Molecules 2025 dataset | wB97M-V/def2-TZVPD
O 0.681 0.012 0.415
H 0.912 -0.895 0.616
H -0.129 0.167 0.900
O -0.828 0.234 1.717
H -1.024 -0.551 2.229
H -1.669 0.491 1.339
O 0.340 1.531 2.964
H 0.061 0.848 2.354
H -0.308 2.227 2.855
O 2.703 1.176 0.784
H 1.849 0.778 0.618
H 3.328 0.460 0.675
C 2.060 -0.984 2.240
C 1.682 -2.356 1.630
O 0.966 -2.170 0.438
H 1.123 -0.485 2.487
H 2.682 -0.366 1.593
H 2.572 -1.076 3.198
H 0.957 -2.918 2.218
H 2.546 -3.014 1.529
H 0.877 -3.052 0.069
C -0.336 -1.185 -1.864
C -0.290 -2.613 -1.312
O -1.186 -3.454 -2.022
H -0.029 -1.155 -2.909
H 0.406 -0.604 -1.316
H -1.249 -0.601 -1.749
H -0.480 -2.647 -0.239
H 0.741 -2.967 -1.323
H -2.099 -3.267 -1.792
C -2.829 2.129 -0.429
C -2.392 0.675 -0.121
O -2.613 0.558 1.235
H -2.270 2.832 0.188
H -3.873 2.289 -0.158
H -2.761 2.239 -1.511
H -1.344 0.534 -0.385
H -3.027 -0.004 -0.692
H -3.550 0.361 1.303
C 0.811 2.640 -2.635
C 1.068 1.423 -1.733
O 0.007 1.104 -0.873
H 1.649 3.006 -3.229
H 0.641 3.574 -2.099
H 0.023 2.557 -3.384
H 1.972 1.575 -1.143
H 1.395 0.590 -2.354
H 0.235 0.353 -0.321
```

Going by the energies, model i is most stable and the next is 362.6 kcal/mol up.